[1]
Computed, not measured: a cluster of 15 separate species, C5H37O16 in total, with ωB97M-V with the def2-TZVPD basis set.

2S+1: 1
Calculated total energy: -38548.467 eV
LUMO energy: 2.50 eV
HOMO level: -6.94 eV
Charge: -1
Orbital gap: 9.45 eV
Energy relative to the best compared isomer or geometry (same formula, charge and spin): 0.0000 eV

Each line ends with the Mulliken charge.
Cartesian coordinates (Å):
O: 1.9886 0.1259 -0.6350  -0.558
C: 0.9956 -0.6163 -0.9347  0.225
O: 0.7801 -1.6651 -0.2724  -0.955
C: 0.2711 -0.4925 -2.2267  -0.461
C: 0.0355 0.8684 -2.8648  1.240
C: -0.9459 1.7364 -2.0864  -0.738
C: -0.4413 0.7996 -4.3275  -1.696
H: -0.7195 -0.9403 -2.0656  0.175
H: 0.7451 -1.2213 -2.9149  0.375
H: 0.9957 1.4261 -2.8347  0.048
H: -1.9968 1.5889 -2.3363  0.351
H: -0.7291 2.7887 -2.3382  0.315
H: -0.8647 1.7129 -0.9911  -0.168
H: -1.5459 0.7671 -4.4038  0.332
H: 0.0495 0.0263 -4.8794  0.431
H: -0.1916 1.8212 -4.7187  0.372
H: 4.1038 -0.8263 -0.2755  0.339
H: 3.9855 -2.3801 -0.1893  0.313
O: 4.6151 -1.6618 -0.2702  -0.686
H: 3.1549 1.1328 0.4739  0.303
H: 2.0269 0.8712 1.5277  0.158
O: 2.7843 1.4092 1.3229  -0.583
H: 2.0924 1.9632 3.3823  0.284
H: 1.1816 3.2237 3.1263  0.351
O: 1.8719 2.8262 3.7355  -0.642
H: -1.7736 -0.8398 2.1059  0.492
H: -2.6924 0.3102 2.5752  0.285
O: -2.7173 -0.5421 2.1303  -0.593
H: 1.8625 2.3357 -1.2922  0.214
H: 2.8474 3.1222 -0.4835  0.406
O: 2.0536 3.3060 -1.0281  -0.720
H: 1.9314 -1.5183 3.1705  0.252
H: 3.0201 -2.5421 3.3718  0.313
O: 2.0648 -2.4599 3.3237  -0.637
H: -1.2969 -3.5393 -3.0216  0.310
H: -0.7951 -3.8331 -1.6065  0.377
O: -0.7646 -4.1749 -2.5083  -0.660
H: -2.7836 0.7918 0.1873  0.273
H: -4.0110 0.8948 -0.7107  0.337
O: -3.4471 1.4128 -0.1238  -0.636
H: -0.3846 4.8636 -0.3787  0.317
H: 1.0504 4.3308 0.1005  0.394
O: 0.3331 5.0025 0.2919  -0.724
H: -1.7456 -4.1754 2.5051  0.314
H: -1.5533 -3.2992 3.8227  0.358
O: -1.1864 -3.9966 3.2606  -0.700
H: 0.3844 -1.3286 1.9441  0.061
H: -0.2008 -2.4634 2.9076  0.533
O: -0.3821 -1.6136 2.4571  -0.746
H: -1.4346 -3.0353 0.8764  0.236
H: -0.7365 -2.2190 -0.1199  0.357
O: -1.6224 -2.6509 0.0173  -0.556
H: 0.5740 1.8641 0.5097  0.240
H: 0.1327 3.1611 0.9345  0.352
O: 0.4141 2.3342 1.3616  -0.563
H: -4.3053 -1.4831 1.0898  0.325
H: -3.0845 -1.5281 0.0891  0.315
O: -3.9938 -1.7713 0.2372  -0.648



[2]
Computed, not measured: a cluster of 4 separate species, C43H29FN2O10S2 in total, with ωB97M-V with the def2-TZVPD basis set.

2S+1: 1
Calculated total energy: -92903.673 eV
LUMO energy: -1.13 eV
HOMO level: -9.75 eV
Structure (SMILES): O=C1c2ccccc2C(=O)c2ccccc21.O=C1c2ccccc2C(=O)c2ccccc21.O=C1c2ccccc2C(=O)c2ccccc21.NN(C[SH](=O)=O)S(=O)(=O)F
Orbital gap: 8.62 eV

Each line ends with the Mulliken charge.
Cartesian coordinates (Å):
O: -4.3154 -7.5149 0.3350  -0.659
C: -3.5639 -6.5971 0.0880  0.522
C: -3.7378 -5.2621 0.7315  0.266
C: -4.7693 -5.0857 1.6449  -0.615
C: -4.9357 -3.8625 2.2713  -0.455
C: -4.0722 -2.8096 1.9894  -0.534
C: -3.0482 -2.9771 1.0735  -0.640
C: -2.8784 -4.2016 0.4388  0.220
C: -1.7779 -4.3543 -0.5551  0.653
O: -1.0579 -3.4206 -0.8429  -0.682
C: -1.5886 -5.6934 -1.1815  0.250
C: -0.5511 -5.8716 -2.0885  -0.655
C: -0.3475 -7.1110 -2.6701  -0.543
C: -1.1786 -8.1784 -2.3479  -0.458
C: -2.2181 -8.0050 -1.4505  -0.619
C: -2.4291 -6.7627 -0.8660  0.271
H: -5.4303 -5.9150 1.8549  0.488
H: -5.7391 -3.7271 2.9832  0.402
H: -4.2008 -1.8566 2.4853  0.408
H: -2.3715 -2.1668 0.8400  0.549
H: 0.0878 -5.0328 -2.3281  0.540
H: 0.4604 -7.2478 -3.3765  0.412
H: -1.0146 -9.1472 -2.8009  0.401
H: -2.8760 -8.8235 -1.1935  0.485
O: -0.7970 4.0472 -1.9241  -0.666
C: -1.0930 4.8258 -1.0410  0.555
C: -0.5256 4.7038 0.3300  0.226
C: 0.3671 3.6753 0.6022  -0.663
C: 0.9161 3.5516 1.8663  -0.459
C: 0.5782 4.4597 2.8639  -0.567
C: -0.3146 5.4848 2.5999  -0.638
C: -0.8744 5.6094 1.3343  0.165
C: -1.8497 6.7127 1.0804  0.534
O: -2.1804 7.4707 1.9664  -0.668
C: -2.4020 6.8433 -0.2983  0.436
C: -3.2874 7.8750 -0.5837  -0.655
C: -3.7943 8.0134 -1.8656  -0.423
C: -3.4232 7.1225 -2.8678  -0.588
C: -2.5467 6.0881 -2.5874  -0.710
C: -2.0354 5.9490 -1.3043  0.208
H: 0.6201 2.9791 -0.1853  0.495
H: 1.6055 2.7445 2.0794  0.585
H: 1.0117 4.3632 3.8506  0.424
H: -0.5916 6.1952 3.3664  0.476
H: -3.5681 8.5596 0.2047  0.483
H: -4.4833 8.8181 -2.0862  0.395
H: -3.8222 7.2327 -3.8675  0.445
H: -2.2532 5.3799 -3.3483  0.624
O: 2.6902 0.2776 3.8410  -0.672
C: 3.7845 -0.2249 3.6950  0.606
C: 5.0278 0.5114 4.0640  0.167
C: 4.9196 1.7845 4.6101  -0.581
C: 6.0593 2.4771 4.9802  -0.543
C: 7.3132 1.9010 4.8076  -0.437
C: 7.4277 0.6365 4.2566  -0.635
C: 6.2872 -0.0619 3.8804  0.328
C: 6.4376 -1.4176 3.2751  0.538
O: 7.5324 -1.8962 3.0744  -0.656
C: 5.1924 -2.1619 2.9275  0.173
C: 5.3001 -3.4383 2.3899  -0.571
C: 4.1577 -4.1533 2.0739  -0.535
C: 2.9019 -3.5977 2.2937  -0.501
C: 2.7887 -2.3240 2.8235  -0.638
C: 3.9320 -1.6006 3.1401  0.234
H: 3.9371 2.2162 4.7420  0.569
H: 5.9731 3.4677 5.4067  0.400
H: 8.2022 2.4418 5.1039  0.401
H: 8.3953 0.1764 4.1111  0.479
H: 6.2836 -3.8564 2.2262  0.480
H: 4.2433 -5.1473 1.6553  0.405
H: 2.0107 -4.1602 2.0487  0.478
H: 1.8200 -1.8762 2.9964  0.520
N: -1.7509 1.8286 -6.9468  -0.668
N: -2.0079 1.2304 -5.6665  0.337
C: -0.8263 0.7534 -4.9852  -0.760
S: -0.7531 -1.0655 -4.9436  0.995
O: 0.6332 -1.4110 -5.0898  -0.617
O: -1.7541 -1.5970 -5.8174  -0.582
S: -3.0456 2.2547 -4.8181  1.118
O: -4.3704 1.8413 -5.0933  -0.595
O: -2.6770 3.6152 -4.9312  -0.502
F: -2.7067 1.7655 -3.3747  -0.206
H: -0.8553 1.4814 -7.2658  0.291
H: -2.4485 1.4487 -7.5797  0.253
H: 0.0950 1.0274 -5.5054  0.426
H: -0.7467 1.1091 -3.9630  0.338
H: -1.1058 -1.3358 -3.6622  0.144



[3]
Computed, not measured: a cluster of 2 separate species, C26H33Si2 in total, with ωB97M-V with the def2-TZVPD basis set.

2S+1: 1
Calculated total energy: -43245.821 eV
LUMO energy: -5.57 eV
HOMO level: -11.23 eV
Charge: +1
Orbital gap: 5.66 eV

Each line ends with the Mulliken charge.
Cartesian coordinates (Å):
C: 1.0833 -0.8094 4.1665  -1.015
Si: 1.1946 -0.8696 2.3034  0.316
C: 2.4499 -2.1880 1.8905  -1.203
C: -0.5432 -1.4176 1.6960  0.768
C: -1.6623 -0.4720 1.8430  0.698
C: -2.8943 -0.7471 1.2197  -0.606
C: -3.9678 0.1329 1.3226  -0.887
C: -3.8406 1.3314 2.0358  -0.466
C: -2.6200 1.6356 2.6496  -1.021
C: -1.5442 0.7482 2.5554  0.260
C: -0.6798 -2.6302 1.0963  -1.499
Si: 2.0542 1.1412 1.4297  0.489
C: 2.2521 2.4617 2.7497  -1.097
C: 3.7232 0.9153 0.6073  -1.141
C: 0.8623 1.7970 0.1463  -1.106
H: 0.7318 -1.7876 4.5237  0.150
H: 2.0833 -0.6109 4.5763  0.401
H: 0.3925 -0.0398 4.5301  0.395
H: 2.1219 -3.1565 2.2906  0.313
H: 2.5997 -2.2745 0.8066  0.322
H: 3.4131 -1.9289 2.3537  0.345
H: -3.0105 -1.6702 0.6554  0.385
H: -4.9126 -0.1222 0.8444  0.400
H: -4.6798 2.0244 2.1112  0.400
H: -2.4984 2.5579 3.2180  0.414
H: -0.6154 1.0129 3.0720  -0.056
H: -1.4950 -2.8223 0.3822  0.803
H: 0.1623 -3.3396 1.0845  0.409
H: 2.6239 3.3928 2.3004  0.385
H: 1.2916 2.6757 3.2336  0.312
H: 2.9678 2.1370 3.5147  0.330
H: 4.0651 1.8706 0.1875  0.355
H: 4.4708 0.5691 1.3303  0.318
H: 3.6549 0.1855 -0.2074  0.302
H: 1.2895 2.6881 -0.3328  0.422
H: 0.6830 1.0351 -0.6215  0.312
H: -0.0974 2.0644 0.6042  0.306
C: -2.0158 -4.5583 1.6135  -0.808
C: -2.0543 -5.3531 0.4155  1.131
C: -3.2293 -5.2727 -0.4033  -0.329
C: -3.2524 -5.8155 -1.6794  -0.675
C: -2.1460 -6.5172 -2.1792  -0.383
C: -1.0266 -6.6858 -1.3597  -0.866
C: -0.9732 -6.1283 -0.0853  -0.161
C: -1.3600 -4.8512 2.8553  1.367
C: -1.8947 -4.2310 4.0259  -0.581
C: -1.1987 -4.2534 5.2221  -0.685
C: 0.0453 -4.8930 5.3120  -0.379
C: 0.5481 -5.5601 4.1940  -0.782
C: -0.1657 -5.6045 3.0010  -0.242
H: -2.8843 -3.8936 1.7244  0.365
H: -4.1160 -4.7824 0.0080  0.421
H: -4.1373 -5.6879 -2.3002  0.386
H: -2.1493 -6.8972 -3.2023  0.409
H: -0.1722 -7.2489 -1.7239  0.412
H: -0.0792 -6.2801 0.5136  0.251
H: -2.8719 -3.7472 3.9555  0.413
H: -1.6260 -3.7637 6.0950  0.397
H: 0.6195 -4.8501 6.2386  0.429
H: 1.5095 -6.0623 4.2498  0.451
H: 0.2015 -6.2343 2.1952  0.244



[4]
Computed, not measured: a structure of composition C27H28AuI4N2O, with ωB97M-V with the def2-TZVPD basis set.

2S+1: 3
Calculated total energy: -69570.747 eV
LUMO energy (spin up / spin down): -4.04 / -5.36 eV
HOMO level (spin up / spin down): -10.73 / -11.54 eV
Charge: +1
Orbital gap (spin up / spin down): 6.69 / 6.18 eV
Energy relative to the best compared isomer or geometry (same formula, charge and spin): 0.2823 eV
Expectation value of S²: 2.084

Each line ends with the Mulliken charge.
Cartesian coordinates (Å):
Au: 0.0970 0.3093 -0.1949  0.556
I: 1.0458 5.6172 -0.7276  0.182
C: 2.4082 4.0646 -0.4981  -0.714
C: 3.7590 4.3012 -0.3224  -0.317
C: 4.6372 3.2486 -0.1368  -0.255
I: 6.6532 3.7124 0.1623  0.182
C: 4.1824 1.8917 -0.0870  0.978
C: 5.0095 0.7823 0.1635  -0.588
C: 4.4621 -0.4717 0.2544  -0.773
C: 3.0835 -0.6207 0.1141  0.794
N: 2.2822 0.4005 -0.1364  -0.443
C: 2.8084 1.6388 -0.2715  0.462
C: 1.8864 2.7335 -0.5897  0.724
O: 0.7196 2.4965 -0.9437  -0.627
H: 4.1274 5.3174 -0.3273  0.387
H: 6.0746 0.9244 0.2864  0.247
H: 5.0798 -1.3358 0.4498  0.236
H: 2.6202 -1.5936 0.2160  -0.421
C: -5.9631 -2.1440 -2.1172  -1.561
C: -4.4766 -1.9621 -1.9676  -0.314
C: -3.5851 -2.6819 -2.7645  -0.595
C: -2.2025 -2.5286 -2.6210  -0.182
C: -1.2435 -3.3061 -3.4811  -1.410
C: -1.7391 -1.6462 -1.6741  -0.787
C: -2.5993 -0.8425 -0.8599  1.576
C: -3.9958 -1.0629 -1.0378  -0.183
N: -2.0281 0.0555 -0.0291  -0.816
C: -2.6786 0.9290 0.9531  2.307
C: -2.3575 2.4014 0.6140  -1.169
C: -2.8432 3.3392 1.7182  0.520
C: -4.3611 3.2216 1.8577  -1.554
C: -4.7035 1.7746 2.2115  0.362
C: -4.0587 1.4094 3.5495  -1.513
C: -2.5410 1.5329 3.4120  0.485
C: -2.1706 2.9709 3.0432  -1.376
C: -2.0462 0.5821 2.3240  -1.355
C: -4.2058 0.8308 1.1069  -2.657
H: -6.1971 -2.8908 -2.8730  0.394
H: -6.4372 -1.2046 -2.4045  0.350
H: -6.4060 -2.4605 -1.1722  0.352
H: -3.9696 -3.3745 -3.5038  0.308
H: -1.7761 -3.9529 -4.1751  0.385
H: -0.5903 -3.9252 -2.8652  0.251
H: -0.6112 -2.6296 -4.0569  0.334
H: -0.6670 -1.5451 -1.5298  0.535
H: -4.7245 -0.5192 -0.4655  0.979
H: -2.8344 2.6526 -0.3388  0.343
H: -1.2872 2.5271 0.4833  0.157
H: -2.5702 4.3616 1.4425  0.379
H: -4.8480 3.5109 0.9221  0.513
H: -4.7185 3.8927 2.6428  0.527
H: -5.7881 1.6626 2.2847  0.329
H: -4.3340 0.3908 3.8369  0.486
H: -4.4176 2.0862 4.3287  0.540
H: -2.0623 1.2570 4.3555  0.271
H: -1.0835 3.0649 2.9478  0.483
H: -2.4960 3.6550 3.8305  0.521
H: -2.2994 -0.4529 2.5719  0.344
H: -0.9563 0.6476 2.2375  0.437
H: -4.6901 1.1188 0.1708  0.675
H: -4.4925 -0.1910 1.3692  0.672
I: 1.2641 -4.3152 0.1357  0.072
I: 3.9003 -4.5887 0.4103  -0.025